[1]
Molecular formula: C22H34KO12S4
Method: DFT, ωB97M-V/def2-TZVPD

* E_LUMO: -0.1 eV
* net charge: -1
* HOMO-LUMO gap: 1.333 eV
* E_tot: -107594.6785 eV

Each line ends with the Mulliken charge.
Atoms and positions in Å:
K1 -1.81 -0.24 -0.84  0.97
S1 -1.17 7.13 -1.14  0.97
S2 2.68 -1.93 4.13  1.02
S3 -4.03 1.81 5.76  1.07
S4 -0.79 -6.94 -2.52  1.07
O1 0.32 -0.32 -6.21  -0.86
O2 5.16 1.18 -8.27  -0.75
O3 -4.36 1.63 4.33  -0.67
O4 3.54 -0.35 -9.71  -0.71
O5 2.43 0.85 -4.52  -0.83
O6 -1.38 -5.85 -1.77  -0.65
O7 -2.33 7.89 -0.60  -0.62
O8 -1.31 5.73 -1.44  -0.60
O9 0.61 -7.32 -2.43  -0.63
O10 -2.66 2.24 6.10  -0.64
O11 2.34 -2.24 5.51  -0.64
O12 1.65 -1.45 3.24  -0.61
C1 3.77 1.01 -6.34  -0.62
C2 0.69 9.07 -1.85  -0.55
C3 1.80 -0.38 -7.94  -0.76
C4 5.27 -1.58 3.19  -0.70
C5 4.10 0.81 -7.72  0.50
C6 3.10 -0.04 -8.58  0.55
C7 -1.19 -6.88 -4.38  -0.66
C8 0.45 7.34 -0.15  -0.72
C9 -1.78 -8.35 -2.20  -0.64
C10 -5.06 0.99 8.14  -0.44
C11 -5.79 2.20 7.72  -0.66
C12 -0.45 8.16 -2.51  -0.66
C13 -1.62 -9.16 -3.48  -0.65
C14 3.67 -3.32 3.41  -0.74
C15 -5.19 2.99 6.52  -0.57
C16 0.87 8.76 -0.39  -0.57
C17 4.16 -0.85 4.04  -0.61
C18 -1.79 -8.25 -4.73  -0.57
C19 2.60 0.56 -5.79  0.34
C20 1.54 -0.04 -6.64  0.42
C21 4.74 -2.78 2.44  -0.45
C22 -4.46 0.34 6.86  -0.76
H1 -5.88 3.00 8.46  0.32
H2 -1.87 -6.03 -4.51  0.38
H3 4.36 -2.52 1.46  0.33
H4 -2.77 -7.95 -2.00  0.31
H5 -0.21 -6.80 -4.85  0.36
H6 5.54 -3.52 2.32  0.28
H7 1.27 6.79 -0.61  0.33
H8 0.32 9.42 0.29  0.31
H9 -3.63 -0.35 7.00  0.42
H10 -1.27 -8.74 -5.56  0.28
H11 6.09 -1.92 3.81  0.34
H12 4.26 -3.66 4.26  0.30
H13 2.91 -4.05 3.14  0.44
H14 0.55 10.14 -1.99  0.28
H15 1.05 -0.85 -8.55  0.37
H16 -1.22 8.58 -3.16  0.43
H17 4.54 -0.86 5.06  0.28
H18 -5.73 0.29 8.64  0.30
H19 5.67 -0.82 2.52  0.30
H20 -2.42 -9.89 -3.56  0.34
H21 -1.43 -8.76 -1.25  0.42
H22 1.88 8.93 -0.01  0.35
H23 -0.71 -9.76 -3.56  0.34
H24 -2.82 -8.25 -5.09  0.30
H25 -4.67 3.88 6.87  0.34
H26 3.67 0.11 3.86  0.46
H27 -5.20 -0.11 6.19  0.36
H28 0.26 7.05 0.89  0.42
H29 4.45 1.59 -5.73  0.37
H30 -5.90 3.21 5.72  0.34
H31 -6.79 1.94 7.37  0.28
H32 0.02 7.39 -3.13  0.34
H33 -4.24 1.34 8.77  0.30
H34 1.63 8.76 -2.32  0.29

[2]
Molecular formula: C22H34N4O2
Method: DFT, ωB97M-V/def2-TZVPD

* E_LUMO: 0.4 eV
* HOMO-LUMO gap: 7.191 eV
* E_tot: -33398.3674 eV

Each line ends with the natural charge from an NBO analysis.
Atoms and positions in Å:
O1 -4.75 -5.67 0.53  -0.37
O2 -0.47 -3.10 1.63  -0.77
N1 -3.61 -5.10 0.78  -0.16
N2 2.81 2.77 -0.72  -0.45
N3 0.97 0.96 0.31  -0.45
N4 -1.87 -1.39 1.03  -0.46
C1 4.84 4.89 -2.61  -0.16
C2 -2.92 -0.50 1.07  -0.22
C3 -2.83 -3.20 2.38  -0.53
C4 6.13 4.61 -2.27  -0.27
C5 -1.52 1.58 1.19  -0.47
C6 -0.91 -0.86 0.17  -0.22
C7 -2.48 0.78 1.98  -0.37
C8 5.29 3.01 -0.79  -0.25
C9 4.05 3.44 -0.98  0.15
C10 6.18 3.69 -1.44  -0.13
C11 0.59 1.74 -0.83  -0.22
C12 -3.83 -3.76 1.58  -0.27
C13 -2.58 -5.17 0.05  -0.27
C14 2.03 1.98 -1.59  -0.14
C15 -4.44 -6.19 -0.86  -0.11
C16 3.69 4.34 -1.99  -0.06
C17 2.44 4.94 -2.23  -0.63
C18 -2.77 -6.30 -0.65  -0.39
C19 1.70 1.90 1.14  -0.21
C20 3.06 1.96 0.65  -0.27
C21 -0.36 0.56 1.10  0.01
C22 -1.77 -2.46 1.55  0.69
H1 -3.75 1.38 1.96  0.17
H2 0.03 2.58 -0.81  0.18
H3 1.76 4.70 -1.41  0.24
H4 -4.80 -5.48 -1.52  0.18
H5 3.56 1.09 0.65  0.20
H6 7.13 5.16 -2.69  0.23
H7 2.08 4.41 -2.96  0.21
H8 2.36 6.10 -2.44  0.22
H9 -1.06 -0.43 -0.77  0.21
H10 -3.59 -0.21 0.20  0.24
H11 -1.30 2.49 1.82  0.23
H12 -0.08 -1.51 0.06  0.27
H13 -2.37 -3.99 3.22  0.28
H14 -3.96 -1.04 1.76  0.20
H15 -4.08 -3.25 0.53  0.18
H16 -3.34 -2.39 3.03  0.24
H17 -1.83 1.88 0.05  0.23
H18 2.42 0.87 -1.49  0.17
H19 5.56 1.94 -0.08  0.23
H20 4.82 5.82 -3.25  0.20
H21 7.31 3.29 -1.20  0.17
H22 1.56 1.47 2.26  0.19
H23 -0.12 0.14 1.96  0.18
H24 -2.67 -4.09 -0.49  0.07
H25 0.01 1.10 -1.58  0.17
H26 -2.40 -6.41 -1.84  0.22
H27 -2.54 0.51 2.98  0.23
H28 -5.02 -3.84 1.89  0.25
H29 -1.52 -5.26 0.45  0.24
H30 3.57 2.70 1.22  0.21
H31 1.10 2.92 1.61  0.18
H32 -2.55 -7.25 -0.12  0.23
H33 1.89 2.41 -2.31  0.14
H34 -4.87 -7.28 -0.86  0.20

[3]
Molecular formula: C22H34N4O3
Method: DFT, ωB97M-V/def2-TZVPD

* SMILES: Cc1ccc2c(c1)N(C(=O)CCC(=O)NCCCN1CCN(C)CC1)C[C@H](C)O2
* E_LUMO: 0.7 eV
* HOMO-LUMO gap: 8.704 eV
* E_tot: -35469.8811 eV

Each line ends with the natural charge from an NBO analysis.
Atoms and positions in Å:
O1 0.75 -2.86 2.08  -0.49
O2 3.63 0.89 0.78  -0.62
O3 1.05 -0.79 -2.15  -0.65
N1 2.10 1.19 -1.94  -0.62
N2 -1.94 1.69 -1.33  -0.46
N3 -3.81 0.03 0.06  -0.45
N4 2.37 -0.99 0.66  -0.46
C1 2.07 -0.14 -2.10  0.69
C2 1.00 0.78 1.66  -0.23
C3 1.96 -3.24 1.46  0.10
C4 -0.03 2.09 -2.85  -0.42
C5 -0.41 2.66 2.51  -0.63
C6 -0.56 -1.11 2.91  -0.26
C7 2.21 -2.37 0.22  -0.25
C8 3.45 -0.80 -2.22  -0.49
C9 0.53 -1.51 2.15  0.25
C10 -4.28 -0.76 1.17  -0.40
C11 1.85 -4.72 1.09  -0.62
C12 4.26 -0.65 -0.91  -0.50
C13 1.33 -0.56 1.51  0.14
C14 0.89 1.93 -1.64  -0.23
C15 -0.09 1.20 2.42  -0.04
C16 -3.59 1.41 0.44  -0.22
C17 -1.43 2.51 -2.42  -0.21
C18 -2.15 0.30 -1.71  -0.24
C19 -0.87 0.23 3.04  -0.16
C20 -2.58 -0.51 -0.49  -0.22
C21 -3.17 2.22 -0.78  -0.22
C22 3.40 -0.19 0.26  0.70
H1 -5.22 -0.34 1.54  0.20
H2 -3.01 3.26 -0.49  0.20
H3 -0.78 3.02 1.55  0.22
H4 -2.10 2.49 -3.29  0.17
H5 3.10 -2.72 -0.29  0.21
H6 -2.75 -1.54 -0.78  0.20
H7 -0.07 1.14 -3.38  0.22
H8 -3.56 -0.80 2.01  0.16
H9 -4.53 1.82 0.84  0.20
H10 -2.81 1.50 1.21  0.17
H11 0.49 3.23 2.76  0.22
H12 5.02 0.12 -1.02  0.24
H13 3.28 -1.84 -2.47  0.23
H14 -1.76 -0.48 0.26  0.17
H15 2.79 -5.08 0.69  0.21
H16 1.59 -5.29 1.98  0.23
H17 1.62 1.53 1.19  0.24
H18 -1.15 -1.87 3.39  0.22
H19 -1.72 0.53 3.64  0.20
H20 0.32 1.39 -0.88  0.24
H21 4.78 -1.58 -0.67  0.23
H22 3.99 -0.34 -3.04  0.23
H23 -4.47 -1.78 0.83  0.20
H24 2.79 -3.09 2.17  0.17
H25 1.17 2.91 -1.24  0.20
H26 1.35 -2.43 -0.45  0.24
H27 -1.40 3.54 -2.05  0.19
H28 0.37 2.84 -3.54  0.21
H29 -3.99 2.19 -1.53  0.17
H30 1.06 -4.85 0.35  0.22
H31 -2.93 0.22 -2.49  0.16
H32 -1.16 2.84 3.27  0.21
H33 -1.22 -0.12 -2.09  0.24
H34 2.98 1.66 -1.85  0.40

[4]
Molecular formula: C22H34O17Rb
Method: DFT, ωB97M-V/def2-TZVPD

* E_LUMO: 0.7 eV
* net charge: -1
* HOMO-LUMO gap: 3.947 eV
* E_tot: -58828.1909 eV

Each line ends with the Mulliken charge.
Atoms and positions in Å:
Rb1 18.38 23.24 17.47  0.90
O1 12.93 22.94 12.53  -0.39
O2 23.28 28.82 17.28  -0.58
O3 17.03 30.62 16.05  -0.47
O4 12.27 28.30 12.78  -0.37
O5 16.44 26.13 10.72  -0.43
O6 14.20 22.87 10.67  -0.57
O7 17.89 27.20 11.98  -0.04
O8 15.14 22.97 12.72  -0.29
O9 15.75 25.87 17.65  -0.92
O10 18.27 32.27 15.18  -0.61
O11 16.56 28.37 10.58  -0.58
O12 17.53 30.60 13.89  -0.43
O13 21.04 28.60 17.26  -0.42
O14 10.69 29.34 14.02  -0.53
O15 18.08 25.79 15.87  -0.93
O16 22.10 29.37 15.46  -0.45
O17 10.34 27.28 13.20  -0.40
C1 13.81 26.44 12.72  0.28
C2 12.45 26.96 12.28  0.31
C3 22.23 28.94 16.73  0.48
C4 16.94 29.33 14.15  0.51
C5 18.47 25.91 11.81  -0.57
C6 17.52 24.01 10.39  -1.85
C7 14.85 29.70 15.60  -1.55
C8 16.94 27.35 11.04  0.52
C9 11.25 26.22 12.91  -0.23
C10 16.81 25.46 15.47  0.99
C11 13.17 23.06 13.94  1.30
C12 12.27 22.09 14.68  -1.76
C13 11.08 28.41 13.40  0.54
C14 14.11 22.92 11.86  0.70
C15 14.64 22.73 14.05  0.17
C16 17.24 25.10 11.38  1.68
C17 20.01 28.88 16.29  -0.02
C18 16.34 29.42 15.57  0.77
C19 20.46 29.15 13.74  -1.45
C20 15.57 25.83 16.33  0.88
C21 20.71 29.67 15.14  0.76
C22 17.63 31.27 15.06  0.49
H1 14.07 25.60 12.07  -0.05
H2 19.31 29.52 16.82  0.08
H3 16.15 29.12 13.43  0.01
H4 16.80 24.33 15.55  -0.43
H5 16.63 23.67 9.85  0.33
H6 14.87 21.68 14.25  0.26
H7 11.20 22.21 14.54  0.36
H8 14.56 27.22 12.59  -0.26
H9 15.14 26.78 15.87  -0.68
H10 18.92 25.54 12.73  0.32
H11 19.28 25.91 11.07  0.43
H12 14.26 28.83 15.85  0.33
H13 19.59 27.96 15.87  0.18
H14 15.16 23.35 14.78  -0.28
H15 16.69 28.53 16.08  0.50
H16 18.20 24.40 9.63  0.48
H17 19.90 29.84 13.12  0.26
H18 14.62 30.52 16.27  0.39
H19 12.56 22.05 15.74  0.37
H20 11.49 25.66 13.81  0.17
H21 12.31 26.91 11.20  0.37
H22 14.53 30.09 14.62  0.36
H23 17.96 23.11 10.82  0.32
H24 16.66 24.81 12.26  -0.50
H25 20.13 28.11 13.69  0.17
H26 17.70 28.55 14.09  -0.42
H27 13.80 26.11 13.76  -0.17
H28 12.93 24.04 14.33  -0.29
H29 21.45 29.14 13.26  0.62
H30 12.47 21.06 14.36  0.43
H31 10.80 25.51 12.22  0.34
H32 20.50 30.71 15.38  0.35
H33 14.79 25.05 16.02  -0.16
H34 16.62 25.68 14.39  -0.62